1.
This record from the Open Molecules 2025 dataset describes an isolated molecule of C5H5NO. The level of theory is ωB97M-V with the def2-TZVPD basis set.

The HOMO-LUMO gap (spin up / spin down) comes out at 7.69 / 7.69 eV. Its spin multiplicity is 1. Its energy relative to the best compared isomer or geometry (same formula, charge and spin) is 99.80 kcal/mol. Its total energy is -323.36064 Eh. As for the net charge: 0.

Last column: natural (NBO) charge in e.
Geometry (Å):
O -1.160 -2.044 1.174  -0.57
C -0.616 -1.051 0.706  0.39
C -1.390 -0.211 -0.256  -0.09
C -2.149 0.451 -0.921  -0.24
C 0.643 -0.530 1.146  -0.28
C 1.303 0.361 -0.856  -0.08
N 1.198 0.510 0.438  -0.40
H -2.841 1.023 -1.503  0.24
H 1.075 -0.841 2.087  0.22
H 1.254 1.197 -1.537  0.20
H 1.426 -0.648 -1.217  0.21
H 1.365 1.423 0.859  0.40


2.
This record from the Open Molecules 2025 dataset describes C5H5NO as an isolated structure. The level of theory is ωB97M-V with the def2-TZVPD basis set.

The HOMO-LUMO gap comes out at 10.00 eV. Its spin multiplicity is 1. Its energy relative to the best compared isomer or geometry (same formula, charge and spin) is 105.13 kcal/mol. Its total energy is -323.35215 Eh. As for the net charge: 0.

Last column: natural (NBO) charge in e.
Geometry (Å):
O -1.935 0.060 -0.376  -0.70
C -1.055 -0.805 0.292  -0.04
C 0.404 -0.381 -0.007  -0.44
C 0.757 1.020 0.045  -0.08
C 0.975 2.093 -0.474  -0.22
C 1.426 -1.358 0.368  0.28
N 2.218 -2.164 0.629  -0.30
H -1.951 0.895 0.109  0.47
H -1.292 -0.861 1.370  0.18
H -1.217 -1.809 -0.116  0.20
H 0.505 0.208 -1.109  0.41
H 1.166 3.100 -0.730  0.24


3.
This record from the Open Molecules 2025 dataset describes a 2-piece molecular cluster, C5H5NO overall. The level of theory is ωB97M-V with the def2-TZVPD basis set.

The HOMO-LUMO gap comes out at 11.23 eV. Its spin multiplicity is 1. Its energy relative to the best compared isomer or geometry (same formula, charge and spin) is 82.31 kcal/mol. Its total energy is -323.38852 Eh. Its structure (SMILES) is N#CCC=O.C#C. As for the net charge: 0.

Last column: natural (NBO) charge in e.
Geometry (Å):
O 0.440 -2.130 -0.577  -0.53
C -0.018 -1.446 0.302  0.46
C 0.684 -0.226 0.813  -0.62
C -0.347 0.422 -1.697  -0.30
C -0.730 1.561 -1.737  -0.21
C -0.072 0.758 1.584  0.28
N -0.605 1.511 2.281  -0.29
H -0.004 -0.592 -1.692  0.25
H -0.878 -1.746 0.925  0.14
H 1.215 -0.923 1.506  0.29
H 1.393 0.247 0.128  0.29
H -1.078 2.565 -1.834  0.24


4.
This record from the Open Molecules 2025 dataset describes an isolated molecule of C5H5NO. The level of theory is ωB97M-V with the def2-TZVPD basis set.

The HOMO-LUMO gap (spin up / spin down) comes out at 8.49 / 8.49 eV. Its spin multiplicity is 1. Its energy relative to the best compared isomer or geometry (same formula, charge and spin) is 121.47 kcal/mol. Its total energy is -323.32611 Eh. As for the net charge: 0.

Last column: natural (NBO) charge in e.
Geometry (Å):
N -1.084 -2.364 -1.917  -0.31
C -1.017 -1.357 -1.353  0.26
C -0.885 -0.071 -0.625  0.01
O -1.435 -0.095 0.644  -0.61
C 0.307 1.130 0.895  0.20
C 0.986 -0.127 1.037  -0.50
C 0.549 0.403 -0.345  -0.28
H -1.332 0.709 -1.258  0.20
H 0.405 2.139 1.300  0.24
H 1.998 -0.192 1.421  0.25
H 0.286 -0.908 1.332  0.31
H 1.222 0.732 -1.131  0.24


5.
This record from the Open Molecules 2025 dataset describes an isolated molecule of C5H5NO. The level of theory is ωB97M-V with the def2-TZVPD basis set.

The HOMO-LUMO gap comes out at 9.79 eV. Its spin multiplicity is 1. Its energy relative to the best compared isomer or geometry (same formula, charge and spin) is 156.37 kcal/mol. Its total energy is -323.27050 Eh. As for the net charge: 0.

Last column: natural (NBO) charge in e.
Geometry (Å):
O -1.541 -1.228 -0.383  -0.30
C -0.421 -0.695 0.303  0.08
C -0.417 0.624 0.935  -0.25
C 1.039 0.915 0.733  -0.39
C 0.249 0.434 -0.411  -0.28
C 0.109 -1.414 -2.018  0.29
N -0.957 -1.692 -1.522  -0.29
H 0.215 -1.491 0.692  0.19
H -1.231 1.318 1.022  0.24
H 1.783 0.245 1.167  0.21
H 1.315 1.961 0.708  0.23
H -0.143 1.023 -1.225  0.25


6.
This record from the Open Molecules 2025 dataset describes an isolated molecule of C5H5NO. The level of theory is ωB97M-V with the def2-TZVPD basis set.

The HOMO-LUMO gap comes out at 9.68 eV. Its spin multiplicity is 1. Its energy relative to the best compared isomer or geometry (same formula, charge and spin) is 76.24 kcal/mol. Its total energy is -323.39820 Eh. Its structure (SMILES) is C#CC(=C=N)CO. As for the net charge: 0.

Last column: natural (NBO) charge in e.
Geometry (Å):
O 0.819 -0.357 1.925  -0.70
C -0.425 -0.245 1.279  -0.04
C -0.283 0.114 -0.189  -0.34
C 0.526 -0.707 -1.031  -0.03
C 1.222 -1.439 -1.688  -0.22
C -0.883 1.183 -0.660  0.48
N -1.407 2.226 -1.031  -0.60
H 1.346 -0.997 1.426  0.47
H -1.006 -1.175 1.346  0.17
H -0.978 0.544 1.796  0.19
H -0.719 2.966 -0.881  0.38
H 1.789 -2.113 -2.291  0.24


7.
This record from the Open Molecules 2025 dataset describes an isolated molecule of C5H5NO2. The level of theory is ωB97M-V with the def2-TZVPD basis set.

The HOMO-LUMO gap comes out at 10.50 eV. Its spin multiplicity is 1. Its energy relative to the best compared isomer or geometry (same formula, charge and spin) is 66.03 kcal/mol. Its total energy is -398.67325 Eh. Its structure (SMILES) is CC(=O)c1ncco1. As for the net charge: 0.

Last column: natural (NBO) charge in e.
Geometry (Å):
C -0.310 -1.374 1.746  -0.67
C -0.343 -1.353 0.210  0.54
C 0.079 -0.107 -0.360  0.38
C 1.087 1.629 -1.198  -0.09
C -0.264 1.800 -1.440  0.08
H -1.058 -0.660 1.984  0.22
H -0.575 -2.463 1.916  0.24
H 0.515 -1.055 2.089  0.22
H 1.791 2.333 -1.315  0.21
H -0.739 2.538 -1.733  0.17
N 1.300 0.402 -0.556  -0.44
O -0.567 -2.336 -0.418  -0.47
O -0.916 0.645 -0.926  -0.40


8.
This record from the Open Molecules 2025 dataset describes C5H5NO2 as an isolated structure. The level of theory is ωB97M-V with the def2-TZVPD basis set.

The HOMO-LUMO gap comes out at 9.84 eV. Its spin multiplicity is 1. Its energy relative to the best compared isomer or geometry (same formula, charge and spin) is 113.53 kcal/mol. Its total energy is -398.59755 Eh. As for the net charge: 0.

Last column: natural (NBO) charge in e.
Geometry (Å):
C -0.048 0.240 -0.249  -0.01
C 0.925 0.431 1.073  -0.11
C 1.355 -0.721 -0.527  0.77
C -1.116 -0.790 -0.015  -0.06
C -1.992 -1.594 0.000  -0.21
H 0.294 1.959 -1.060  0.38
H -1.521 1.618 -1.111  0.41
H 1.378 1.466 1.032  0.19
H 0.280 0.466 2.141  0.21
H -2.827 -2.299 0.517  0.27
N -0.425 1.244 -1.127  -0.82
O 1.823 -0.699 0.753  -0.49
O 1.875 -1.322 -1.427  -0.53


9.
This record from the Open Molecules 2025 dataset describes an isolated molecule of C5H5NO2. The level of theory is ωB97M-V with the def2-TZVPD basis set.

The HOMO-LUMO gap comes out at 10.40 eV. Its spin multiplicity is 1. Its energy relative to the best compared isomer or geometry (same formula, charge and spin) is 49.03 kcal/mol. Its total energy is -398.70034 Eh. Its structure (SMILES) is CC(=O)c1ncco1. As for the net charge: 0.

Last column: natural (NBO) charge in e.
Geometry (Å):
C -2.108 0.731 0.225  -0.71
C -1.370 -0.540 -0.048  0.54
C 0.132 -0.504 -0.030  0.36
C 2.176 -0.865 0.109  -0.15
C 2.009 0.448 -0.185  0.08
H -1.618 1.263 0.914  0.23
H -1.720 1.339 -0.560  0.25
H -3.187 0.661 0.312  0.25
H 3.046 -1.612 0.097  0.24
H 2.875 1.272 -0.410  0.22
N 0.937 -1.394 0.228  -0.40
O -1.889 -1.538 -0.376  -0.48
O 0.716 0.739 -0.277  -0.42


10.
This record from the Open Molecules 2025 dataset describes an isolated molecule of C5H5NO2. The level of theory is ωB97M-V with the def2-TZVPD basis set.

The HOMO-LUMO gap comes out at 9.91 eV. Its spin multiplicity is 1. Its energy relative to the best compared isomer or geometry (same formula, charge and spin) is 96.86 kcal/mol. Its total energy is -398.62411 Eh. Its structure (SMILES) is Cc1concc1=O. As for the net charge: 0.

Last column: natural (NBO) charge in e.
Geometry (Å):
C -0.749 -1.162 -1.883  -0.65
C -0.289 -0.202 -0.831  -0.16
C -0.291 1.100 -0.836  0.12
C 0.498 0.070 1.352  -0.11
C 0.236 -0.833 0.369  0.41
H -1.873 -1.404 -1.443  0.24
H -0.188 -2.182 -2.041  0.27
H -1.109 -0.796 -2.887  0.24
H -0.722 1.819 -1.619  0.22
H 0.762 -0.224 2.471  0.23
N 0.324 1.352 1.386  -0.01
O 0.002 1.949 0.330  -0.25
O 0.552 -2.014 0.518  -0.55